Entry i
Here is a single C6H11NO2 molecule from the OMol25 dataset. Energies are from ωB97M-V with the def2-TZVPD basis set.

E_LUMO, eV: 0.92
HOMO, eV: -9.570
SMILES: CC(C)(O)C1=NCCO1
2S+1: 1

Bonds (Å) are listed after each position.
CARTESIAN COORDINATES (ANGSTROEM)
1 H -2.144 1.056 -2.175  C20 1.093
2 H -0.657 0.714 -3.072  C20 1.091
3 C 0.455 0.093 1.154  C4 1.529, C9 1.476, C14 1.539, O19 1.413
4 C 0.730 1.493 1.705  C3 1.529, H5 1.085, H7 1.084, H8 1.085
5 H -0.207 2.002 1.902  C4 1.085
6 C -1.409 -1.026 -1.896  H11 1.097, H13 1.100, O17 1.379, C20 1.571
7 H 1.307 2.072 0.993  C4 1.084
8 H 1.279 1.401 2.636  C4 1.085
9 C -0.211 0.183 -0.160  C3 1.476, N16 1.219, O17 1.754
10 H -0.787 -1.321 1.579  O19 0.964
11 H -2.477 -1.267 -1.950  C6 1.097
12 H 2.228 -0.845 1.930  C14 1.086
13 H -0.872 -1.602 -2.665  C6 1.100
14 C 1.759 -0.701 0.961  C3 1.539, H12 1.086, H15 1.087, H18 1.086
15 H 1.533 -1.672 0.528  C14 1.087
16 N -0.442 0.994 -1.040  C9 1.219, C20 1.424
17 O -0.923 -1.345 -0.646  C6 1.379, C9 1.754
18 H 2.439 -0.165 0.306  C14 1.086
19 O -0.403 -0.576 2.056  C3 1.413, H10 0.964
20 C -1.197 0.510 -2.147  H1 1.093, H2 1.091, C6 1.571, N16 1.424

Entry ii
Here is a single C6H11NO2 molecule from the OMol25 dataset. Energies are from ωB97M-V with the def2-TZVPD basis set.

E_LUMO, eV: 0.10
HOMO, eV: -9.226
SMILES: C=C(C)[C@@H](O)[C@@H](N)C=O
2S+1: 1

Bonds (Å) are listed after each position.
CARTESIAN COORDINATES (ANGSTROEM)
1 H -3.105 -0.160 0.366  C7 1.094
2 C 0.600 -0.398 -1.214  C9 1.570, H14 1.104, O15 1.246
3 H 1.858 0.513 1.595  O16 0.996
4 H 2.904 1.551 -0.796  N20 1.016
5 H -0.541 1.451 1.125  C11 1.088
6 C -0.996 -1.740 0.885  H8 1.086, H12 1.086, C13 1.341
7 C -2.252 0.042 -0.287  H1 1.094, H10 1.094, C13 1.508, H18 1.095
8 H -1.915 -2.289 1.065  C6 1.086
9 C 0.970 0.924 -0.452  C2 1.570, C11 1.523, H17 1.091, N20 1.468
10 H -2.474 -0.368 -1.277  C7 1.094
11 C 0.166 0.682 0.819  H5 1.088, C9 1.523, C13 1.781, O16 1.361
12 H -0.070 -2.183 1.238  C6 1.086
13 C -0.977 -0.559 0.249  C6 1.341, C7 1.508, C11 1.781
14 H -0.198 -0.283 -1.969  C2 1.104
15 O 1.467 -1.287 -1.320  C2 1.246
16 O 0.934 0.245 1.854  H3 0.996, C11 1.361
17 H 0.633 1.802 -1.004  C9 1.091
18 H -2.180 1.127 -0.413  C7 1.095
19 H 2.771 -0.009 -0.310  N20 1.028
20 N 2.408 0.940 -0.155  H4 1.016, C9 1.468, H19 1.028

Which structure wins on stability? entry i wins.

Entry i
Here is 2 unconnected molecules or ions with the total composition C6H11NO2 from the OMol25 dataset. Energies are from ωB97M-V with the def2-TZVPD basis set.

E_LUMO, eV: 0.59
HOMO, eV: -7.871
SMILES: C=CC(C)=O.C=C(N)O
2S+1: 1

Bonds (Å) are listed after each position.
CARTESIAN COORDINATES (ANGSTROEM)
1 H 2.649 -1.912 0.995  C6 1.093
2 H -0.240 1.846 1.004  N16 1.020
3 H 1.778 1.634 -0.687  C12 1.087
4 O 1.884 0.574 1.618  C20 1.231
5 H -1.692 -1.173 1.486  O14 0.974
6 C 1.637 -1.613 0.707  H1 1.093, H7 1.090, H15 1.093, C20 1.507
7 H 1.375 -2.104 -0.230  C6 1.090
8 H 1.448 0.534 -2.835  C9 1.085
9 C 1.169 0.047 -1.907  H8 1.085, C12 1.343, H18 1.083
10 H -1.173 2.202 -0.507  N16 1.014
11 H -3.236 0.945 -0.927  C17 1.084
12 C 1.285 0.666 -0.720  H3 1.087, C9 1.343, C20 1.595
13 H -3.379 -0.694 -0.177  C17 1.082
14 O -1.326 -0.272 1.531  H5 0.974, C19 1.361
15 H 0.942 -1.966 1.472  C6 1.093
16 N -0.981 1.659 0.328  H2 1.020, H10 1.014, C19 1.385
17 C -2.814 0.227 -0.233  H11 1.084, H13 1.082, C19 1.339
18 H 0.809 -0.968 -2.020  C9 1.083
19 C -1.693 0.477 0.456  O14 1.361, N16 1.385, C17 1.339
20 C 1.557 -0.109 0.647  O4 1.231, C6 1.507, C12 1.595

Entry ii
Here is 2 unconnected molecules or ions with the total composition C6H11NO2 from the OMol25 dataset. Energies are from ωB97M-V with the def2-TZVPD basis set.

E_LUMO, eV: 0.21
HOMO, eV: -10.644
SMILES: CC[C@@H](C#N)CC=O.O
2S+1: 1

Bonds (Å) are listed after each position.
CARTESIAN COORDINATES (ANGSTROEM)
1 O 3.048 -0.108 1.571  H2 0.960, H9 1.019
2 H 4.000 -0.133 1.696  O1 0.960
3 H 1.571 -2.881 -2.377  C4 1.100
4 C 1.078 -3.305 -1.491  H3 1.100, H11 1.100, H18 1.098, C19 1.522
5 O 2.163 -3.188 3.278  C10 1.229
6 C 3.153 -3.489 0.008  C12 1.475, C13 1.530, H16 1.103, C19 1.540
7 H 1.846 -1.773 -0.161  C19 1.100
8 H 2.543 -4.973 2.411  C10 1.110
9 H 2.615 -0.752 2.232  O1 1.019
10 C 2.825 -3.907 2.533  O5 1.229, H8 1.110, C13 1.506
11 H 1.090 -4.400 -1.585  C4 1.100
12 C 4.126 -2.941 -0.956  C6 1.475, N15 1.157
13 C 3.702 -3.372 1.432  C6 1.530, C10 1.506, H14 1.148, H20 1.103
14 H 4.027 -2.466 2.058  C13 1.148
15 N 4.861 -2.406 -1.671  C12 1.157
16 H 3.082 -4.569 -0.209  C6 1.103
17 H 1.137 -3.164 0.652  C19 1.098
18 H 0.029 -2.978 -1.497  C4 1.098
19 C 1.760 -2.869 -0.202  C4 1.522, C6 1.540, H7 1.100, H17 1.098
20 H 4.656 -3.922 1.495  C13 1.103

Which structure wins on stability? entry ii wins.